Density functional theory data (the ωB97M-V functional and the def2-TZVPD basis) for 9 unconnected molecules or ions with the total composition C27H63N9O9.

The HOMO energy is -9.11 eV. The calculation puts the total energy at -60847.9117 eV. For the HOMO-LUMO gap, the calculation gives 9.41 eV.

XYZ file:
```
108
Properties=species:S:1:pos:R:3:forces:R:3
C 38.795 37.479 39.350 -0.01 -1.57 -0.83
N 38.249 37.754 38.041 -0.72 -0.86 1.07
C 37.998 39.159 37.770 -1.38 -1.23 -4.43
C 37.777 36.727 37.253 -0.31 1.39 -3.00
O 37.324 36.967 36.125 0.07 -0.22 1.25
H 38.105 37.387 40.167 -1.06 -0.61 0.17
H 39.283 38.356 39.657 1.76 0.84 0.20
H 39.387 36.546 39.218 0.07 0.87 0.81
H 37.205 39.171 36.898 1.95 0.01 1.16
H 38.911 39.682 37.457 -0.24 -0.09 0.10
H 37.453 39.690 38.475 -0.52 0.64 2.19
H 37.866 35.629 37.431 0.43 0.87 1.32
C 42.047 37.785 37.644 3.24 5.90 -0.47
N 43.331 37.441 38.278 -0.33 0.51 0.25
C 44.541 37.919 37.696 1.40 1.92 3.06
C 43.352 36.702 39.413 -1.20 -1.60 -0.31
O 44.331 36.228 39.964 -0.37 0.78 -0.05
H 42.296 38.181 36.579 -0.76 -0.87 1.84
H 41.517 38.656 38.207 0.63 -1.70 -1.01
H 41.595 36.919 37.655 -3.48 -4.00 -0.40
H 44.474 38.879 37.255 -0.94 1.43 0.02
H 44.902 37.435 36.857 1.03 -2.24 -1.19
H 45.291 38.121 38.551 -0.75 -0.95 -1.64
H 42.268 36.375 39.717 1.47 0.74 -0.20
C 39.015 45.414 42.422 -2.70 1.94 -3.12
N 38.256 44.399 43.028 -3.40 3.83 1.15
C 38.820 43.173 43.241 3.62 1.43 -2.45
C 37.055 44.708 43.502 -4.32 -1.16 0.24
O 36.331 43.876 44.067 1.02 0.50 0.07
H 38.786 46.496 42.634 -0.32 -1.34 0.06
H 38.984 45.244 41.313 0.27 0.51 0.63
H 39.926 45.227 42.737 4.94 -0.24 1.15
H 39.633 43.286 42.522 0.54 -1.23 -0.01
H 38.279 42.409 42.918 -2.68 -3.33 -1.01
H 39.283 43.014 44.129 0.92 -0.43 3.13
H 36.422 45.641 43.223 2.16 -0.49 0.12
C 39.653 42.745 33.782 0.41 1.81 -1.05
N 40.555 42.037 34.651 1.55 -0.89 2.75
C 40.585 42.424 36.056 2.70 -1.97 2.13
C 41.266 40.928 34.431 -0.95 -3.28 -1.80
O 41.901 40.153 35.226 -1.59 3.11 -2.17
H 39.374 42.368 32.763 0.77 -0.43 1.18
H 40.115 43.750 33.638 -0.45 -0.52 -0.20
H 38.755 42.941 34.334 -0.64 -0.06 0.22
H 39.924 43.115 36.378 -2.57 2.60 -0.01
H 41.546 42.764 36.582 -0.71 -0.28 -2.00
H 40.369 41.578 36.752 -0.11 -0.10 -0.97
H 40.947 40.605 33.334 1.38 0.11 1.65
C 47.279 41.771 33.920 -3.29 -3.40 -1.96
N 46.442 41.304 35.041 0.25 -0.03 -1.17
C 44.966 41.171 34.759 4.98 4.22 -2.88
C 46.927 40.940 36.244 -2.77 -0.13 0.32
O 46.148 40.631 37.168 1.55 0.25 -0.86
H 46.729 42.607 33.560 0.09 0.76 -0.91
H 47.481 40.959 33.055 -1.30 1.49 1.68
H 48.239 41.972 34.100 3.60 1.32 1.77
H 44.736 41.160 33.725 0.09 0.03 -0.90
H 44.411 41.833 35.282 -1.49 3.14 1.22
H 44.708 40.397 35.208 -2.34 -7.67 3.33
H 48.001 40.972 36.319 0.70 -0.01 0.20
C 45.796 45.990 38.375 -7.41 1.47 -0.99
N 45.463 45.358 37.074 0.10 -0.71 0.75
C 46.464 44.567 36.317 -0.48 0.34 2.12
C 44.208 45.575 36.601 4.32 -3.27 -4.31
O 43.884 45.209 35.482 -0.75 0.07 0.18
H 44.899 45.693 39.213 2.65 0.86 -2.15
H 45.739 47.101 38.182 0.47 -1.09 0.83
H 46.659 45.641 38.669 4.57 -1.46 1.84
H 46.227 44.529 35.326 -1.12 0.39 -2.75
H 46.610 43.501 36.534 -0.30 0.35 0.99
H 47.374 45.102 36.371 1.24 0.32 0.26
H 43.636 46.044 37.244 -3.36 2.67 3.32
C 46.535 40.408 40.558 0.45 0.44 -2.83
N 46.517 41.407 41.707 -2.16 -0.96 -2.31
C 47.477 41.489 42.731 -0.28 -2.88 1.34
C 45.440 42.222 41.769 0.80 2.76 3.88
O 45.243 43.102 42.685 0.85 -2.83 -2.82
H 45.706 39.677 40.491 -0.22 0.77 0.80
H 47.396 39.625 40.413 -0.85 2.28 0.93
H 46.433 41.025 39.511 0.55 -1.58 2.54
H 47.003 41.517 43.714 -0.21 0.38 -0.07
H 48.086 42.329 42.623 1.44 1.09 -0.13
H 47.943 40.487 42.729 0.73 0.84 -0.01
H 44.747 42.121 40.989 -1.15 -0.33 -1.36
C 43.120 41.232 37.930 2.86 5.56 -0.68
N 42.311 41.994 38.835 -0.50 0.79 -1.08
C 42.391 43.470 38.851 -2.43 -4.23 4.67
C 41.446 41.363 39.604 -0.63 1.99 1.74
O 40.764 41.951 40.475 0.30 -1.43 -1.25
H 43.824 40.739 38.539 1.03 -1.29 -0.23
H 43.704 42.150 37.290 -0.91 -2.65 1.87
H 42.626 40.845 37.127 -1.43 -2.17 -1.64
H 43.374 43.665 38.767 2.88 1.84 -0.87
H 41.987 43.550 39.882 1.17 0.96 0.33
H 41.533 43.842 38.460 -1.66 1.86 -2.86
H 41.504 40.313 39.374 -0.57 -1.00 0.51
C 36.240 46.123 39.015 2.14 2.86 2.10
N 36.976 45.271 38.153 1.19 -1.37 0.46
C 37.843 44.204 38.777 1.87 -0.26 -1.42
C 37.072 45.590 36.866 2.27 -4.41 -2.77
O 37.667 44.793 36.042 -1.73 3.20 2.25
H 36.718 47.151 39.137 -0.03 -0.78 -0.70
H 36.472 45.814 40.032 -1.19 -0.49 0.13
H 35.245 46.432 38.779 -0.95 -0.96 -0.16
H 38.969 44.471 38.989 -1.75 -0.09 -1.61
H 37.781 43.128 38.389 -0.06 1.94 -0.11
H 37.628 44.128 39.781 -1.55 -0.17 2.22
H 36.543 46.493 36.592 -0.11 0.35 -0.38
```
Positions in Å, forces in eV/Å.

Here are the Löwdin charges for atoms 1 to 2, given in e: number 1, C, carries -0.071; number 2, N, carries -0.192